54
Properties=species:S:1:pos:R:3:nbo_charge:R:1 method="wB97M-V/def2-TZVPD" e_tot_ev=-60002.432 total_charge=0 orbital_gap_ha=0.330
S 7.64 -0.78 -0.62 2.173
S 5.12 2.55 -0.01 0.183
O -6.07 0.88 -0.44 -0.394
O -3.22 -0.03 2.05 -0.619
O -2.93 0.29 -2.01 -0.624
O 7.95 -1.50 -1.82 -0.929
O 8.61 -0.80 0.44 -0.944
N 2.56 1.82 0.21 -0.583
N -4.23 -1.29 -1.07 -0.422
N -2.68 -1.87 0.85 -0.439
N 4.19 0.22 0.73 -0.528
C 0.18 1.90 0.34 -0.236
C -3.25 -2.28 -1.48 -0.245
C 0.08 -0.75 1.16 -0.174
C -5.69 3.08 -0.44 -0.317
C -3.92 0.01 -1.35 0.636
C -2.13 -2.35 -0.40 -0.232
C 3.81 1.36 0.36 0.348
C 5.59 0.01 0.82 -0.065
C 1.31 -0.15 0.91 -0.221
C -6.59 2.09 -0.17 0.118
C -4.54 2.42 -0.93 -0.234
C 7.16 0.94 -0.96 -0.671
C -1.10 -0.03 1.01 -0.168
C 6.01 -1.23 0.04 -0.662
C -1.04 1.30 0.61 -0.143
C -2.43 -0.61 1.34 0.678
C -4.99 -1.74 0.07 -0.235
C 6.38 1.27 0.29 -0.363
C 1.36 1.17 0.49 0.156
C -4.01 -2.39 1.09 -0.243
C -4.82 1.08 -0.90 0.152
H 2.22 -0.70 1.04 0.252
H -1.78 -3.37 -0.28 0.196
H -7.59 2.12 0.21 0.206
H -5.83 4.13 -0.32 0.233
H -3.62 2.87 -1.26 0.242
H 0.05 -1.77 1.50 0.219
H 0.22 2.93 0.02 0.207
H -4.30 -2.13 2.11 0.246
H -3.76 -3.24 -1.59 0.196
H -3.98 -3.47 0.98 0.196
H 6.08 -2.12 0.65 0.261
H 5.85 -0.13 1.88 0.220
H 6.54 0.92 -1.86 0.247
H -5.49 -0.90 0.54 0.244
H -1.96 1.86 0.51 0.232
H 7.05 1.64 1.06 0.249
H 2.47 2.78 -0.09 0.407
H -2.83 -1.98 -2.44 0.249
H 5.36 -1.41 -0.82 0.250
H -1.30 -1.71 -0.70 0.239
H 8.03 1.56 -1.11 0.260
H -5.74 -2.47 -0.25 0.197